Entry 1:
99
Properties=species:S:1:pos:R:3 method="wB97M-V/def2-TZVPD" homo_energy_ha=-0.378 e_lumo_ev=0.5106 orbital_gap_ev=10.8 e_above_lowest_ev=4.348 energy_ev=-99612.7829 smiles="COP(=O)(OC)OC.COP(=O)(OC)OC.COP(=O)(OC)OC.COC(=O)OC.COC(=O)OC.COC(=O)OC.COC(=O)OC"
H -5.36 1.66 2.39
C 1.76 -3.28 -0.83
O -1.60 -3.78 -4.43
H -3.93 3.94 -1.63
H 2.17 -4.27 -0.64
C -4.17 3.13 -0.95
P -0.22 -3.23 -5.21
H -1.09 1.18 3.97
C 0.11 3.15 -4.22
C -0.56 0.08 -0.91
O 0.10 -5.13 0.61
H 4.43 1.30 5.28
O 2.14 -4.43 2.02
H -0.34 1.33 2.32
C 1.58 4.96 -3.93
O -2.97 0.59 6.10
C -3.07 -0.80 5.89
O -0.49 -2.51 -6.48
P 0.66 -3.91 1.50
H 0.68 -0.44 -3.79
H -2.13 3.26 7.16
C -4.37 1.97 2.72
C 4.99 1.93 -2.12
O 1.05 -2.83 0.32
H -2.57 -4.47 -6.22
H 2.56 -4.37 4.15
O 0.88 2.53 -5.06
H -1.27 0.72 -4.26
H 2.21 -1.21 -3.83
C -2.23 1.75 -0.98
H 0.51 -6.97 0.46
H -2.19 -0.95 5.27
H -4.00 -1.02 5.38
C 1.96 -4.57 -6.01
C -1.78 3.19 6.13
H -2.91 -5.13 -4.61
O -5.23 1.86 5.71
O 1.12 2.64 4.25
H 3.55 2.90 4.92
H 1.18 2.21 0.87
H -3.50 -3.45 -5.24
H -3.74 2.08 1.83
H 0.07 -6.54 2.20
H 3.70 -4.16 2.92
O 0.48 -2.35 -4.05
H 3.51 2.02 6.46
H 2.59 -2.77 3.16
H 4.96 0.91 -1.74
O 0.42 4.31 -3.65
C 1.73 3.07 1.24
O -0.28 -3.49 2.54
H 1.63 5.30 -4.97
C 3.19 2.51 -0.56
C -0.49 0.70 3.20
H -1.01 2.43 6.01
H -5.24 2.89 -0.97
O -2.87 3.06 5.23
H -2.78 -1.40 6.75
O 2.59 1.49 -0.77
O 4.39 2.82 -1.14
H 1.06 3.91 1.08
O -1.90 0.44 -1.33
O -1.17 2.81 -3.88
H 1.90 5.76 -3.26
H -1.82 1.81 -5.57
C -1.78 1.66 -4.49
H -0.33 -0.97 -1.13
H -4.46 3.03 2.92
H -0.88 -0.26 2.87
H 2.55 4.48 -3.78
C 1.24 -1.21 -4.32
H 2.81 -4.79 -5.36
H 2.08 -5.39 -6.72
H -2.81 1.59 -4.14
O 2.52 1.00 4.91
C -2.72 -4.21 -5.17
O -3.47 1.90 -1.35
C 3.53 1.91 5.38
H 6.07 2.01 -2.02
P -3.82 1.71 5.21
H 0.18 0.52 -1.58
O 0.68 -4.59 -5.36
H -1.17 -6.74 0.90
C -0.16 -6.43 1.14
O -3.66 1.22 3.69
H 2.17 3.23 2.22
O -1.52 2.43 -0.32
H -1.20 4.05 5.78
H 1.34 -0.93 -5.37
H -0.41 0.28 0.15
H -3.88 3.32 0.09
C 2.69 -3.85 3.20
H 4.70 2.09 -3.16
O 0.74 0.41 3.84
H 2.55 -2.54 -0.96
O 2.81 3.38 0.33
C 1.50 1.46 4.27
H 1.33 -3.23 -1.83
H 2.22 -3.69 -6.60


Entry 2:
117
Properties=species:S:1:pos:R:3 method="wB97M-V/def2-TZVPD" homo_energy_ha="-0.018 / -0.053" e_lumo_ev="3.7561 / 3.7561" orbital_gap_ev="4.2 / 5.2" e_above_lowest_ev=0.614 multiplicity=2 energy_ev=-139084.4690 charge=-2
H 0.49 0.65 -3.70
H -5.36 -1.71 -1.01
C -1.23 4.50 4.31
H 6.79 -2.37 -4.40
H -0.79 -3.56 -3.69
H -1.19 -4.03 2.10
N 6.65 -0.94 -0.09
C 2.42 0.20 0.21
C 3.83 0.11 0.05
H 2.09 5.19 4.28
Si -3.09 -0.79 -1.19
N -2.39 2.86 2.95
H 7.52 -0.93 -2.51
H 5.44 0.80 -1.19
C -3.61 4.21 4.50
H 1.62 -2.43 -0.16
C 2.55 -0.91 2.33
H -1.16 1.00 -3.21
C 0.19 4.04 -0.38
H 2.04 -1.28 3.22
C 3.94 -0.97 2.21
H -2.04 2.85 -2.75
C -1.30 -1.16 -0.87
H -5.03 1.45 -1.01
C -1.39 -2.65 -3.61
H 3.95 2.03 -2.76
C 4.62 -0.57 1.06
H -0.86 -0.01 -4.62
H 2.96 -4.45 -3.93
H -2.08 -0.73 5.53
C -4.61 1.15 -0.04
N 5.97 -0.74 1.03
H -4.57 4.46 4.93
H -4.04 -1.51 4.38
C 4.69 -3.49 -2.01
H -4.41 2.70 3.16
H 3.71 -5.46 -5.19
H -2.50 5.63 5.64
H -3.32 0.90 -3.04
C -3.52 3.22 3.50
H 0.97 3.30 -0.20
C -1.47 -3.00 1.87
C 0.00 5.11 4.64
H -4.60 0.15 4.22
C -3.60 -0.15 -2.91
H 1.19 -3.44 1.20
H -0.28 3.04 -2.86
Cl 0.06 6.39 5.83
H -2.55 -2.90 2.00
C -1.67 -4.30 -0.72
H -1.35 -5.17 -0.13
Ti -0.86 0.60 0.63
H 1.42 -2.97 -2.42
C -4.36 -2.15 -0.93
C 3.55 1.49 -1.91
H 4.53 -1.41 3.01
C 1.78 -0.38 1.32
H -0.95 -2.34 2.56
C -0.51 0.23 -3.62
C 1.15 3.70 3.07
C -2.48 -0.03 4.79
H -5.30 0.48 0.47
H -2.36 -2.95 -3.20
H 0.54 4.75 -1.13
C 5.30 -3.38 -3.25
H 3.88 -4.19 -1.84
H 4.58 -2.77 0.00
C 3.86 -5.00 -4.22
H -2.32 5.10 -0.58
C 0.93 -3.21 0.17
H -2.34 3.98 0.79
H 2.02 -1.34 -2.11
C 4.37 0.80 -1.05
C 2.17 1.48 -1.67
H -1.31 4.47 -2.68
O -4.14 -0.99 1.80
C 6.32 -2.45 -3.42
H 1.50 2.04 -2.32
H -4.28 -2.64 0.03
C -1.10 3.34 -0.86
N -2.08 -0.07 2.41
H 4.04 -5.78 -3.47
H 0.03 4.58 0.55
Cl 2.65 3.22 2.35
Si -0.91 -2.74 0.09
H -3.24 3.58 -0.68
N 1.61 0.87 -0.66
H 1.12 -4.10 -0.44
C -3.73 -0.50 4.10
C -0.02 3.01 2.68
O -3.35 0.54 -0.21
C -2.47 4.85 4.89
H -3.16 -0.71 -3.73
H 1.57 -1.81 -3.75
H -1.33 -4.45 -1.74
C 1.16 4.71 4.02
C -1.24 3.46 3.33
C 6.72 -1.65 -2.37
H -2.57 0.95 5.26
C 5.08 -2.67 -0.96
H -4.47 2.05 0.57
C -1.47 0.09 3.65
H -4.26 -2.89 -1.73
C 1.30 -1.92 -2.69
O -1.13 1.98 -0.47
C -1.18 3.42 -2.39
Si -0.48 -1.33 -2.55
H -4.68 -0.23 -3.00
C 6.11 -1.72 -1.10
C -3.36 -0.53 2.62
O 4.97 -4.15 -4.36
O 0.44 -0.41 1.31
O -0.29 0.27 3.87
H -1.56 -2.28 -4.63
C -2.33 4.04 -0.29
O 0.02 2.07 1.84
H -2.76 -4.29 -0.72